1.
C40H66BrGdO7PSi3 | ωB97M-V with the def2-TZVPD basis set

Atoms and positions in Å:
Gd: -0.56657 0.65929 1.60657
C: 0.58423 -0.59241 -0.99743
C: 1.46103 -1.20741 0.09047
O: 1.45283 -0.30861 1.20237
C: 2.25613 -0.70581 2.30917
C: 2.38363 0.49769 3.25627
O: 1.08243 1.05589 3.42087
C: 0.97323 2.02729 4.45177
C: -0.50037 2.13949 4.85977
O: -1.29617 2.33669 3.68267
C: -2.67697 2.59889 3.94697
C: -3.56997 1.48749 3.37537
O: -3.25007 1.18879 2.01757
C: -3.91107 1.97839 1.03007
C: -2.91277 2.96329 0.40177
O: -1.69337 2.29279 0.12447
C: -1.51047 1.80409 -1.20983
C: -1.65347 0.28459 -1.28673
O: -0.71817 -0.33981 -0.41943
H: 1.07463 0.36619 -1.37953
H: 0.47703 -1.29861 -1.82653
H: 2.47743 -1.31811 -0.29713
H: 1.08773 -2.19501 0.40847
H: 3.25263 -1.01391 1.97127
H: 1.78333 -1.55211 2.83067
H: 2.77103 0.16099 4.22717
H: 3.05993 1.24669 2.82597
H: 1.35313 2.99759 4.10277
H: 1.54633 1.71469 5.33287
H: -0.61027 2.99209 5.54327
H: -0.80817 1.21699 5.36967
H: -2.91947 3.56199 3.48277
H: -2.86137 2.67549 5.01967
H: -4.62267 1.77779 3.46317
H: -3.40247 0.55289 3.92017
H: -4.76667 2.50829 1.45877
H: -4.27457 1.28099 0.26547
H: -2.67437 3.76249 1.11587
H: -3.33307 3.41219 -0.50423
H: -0.48127 2.05939 -1.48513
H: -2.19757 2.29829 -1.89953
H: -1.50177 -0.03381 -2.32163
H: -2.63977 -0.05401 -0.94263
C: 0.62633 3.66879 1.31927
O: 1.05283 2.48119 0.68387
Si: 2.44343 2.69509 -0.44473
C: 2.74923 4.58419 -0.49033
C: 3.95303 2.12119 0.57857
C: 2.08873 1.79579 -2.02623
Si: 3.53653 0.81929 -2.79133
C: 2.94693 -0.21951 -4.29253
C: 5.00863 1.91509 -3.34193
C: 4.40323 -0.55631 -1.74583
Si: 1.17813 2.73519 -3.39643
C: 0.12193 4.22109 -2.76643
C: -0.05937 1.52219 -4.26483
C: 2.19673 3.50179 -4.82263
H: 1.44583 4.14749 1.86197
H: -0.17347 3.44419 2.03177
H: 0.24873 4.38749 0.58527
H: 3.09873 4.99859 0.45227
H: 1.87783 5.15009 -0.79633
H: 3.51793 4.78119 -1.22863
H: 4.08513 2.66479 1.51207
H: 4.83423 2.31089 -0.02213
H: 3.94643 1.06209 0.80087
H: 3.79523 -0.51571 -4.90083
H: 2.27283 0.32459 -4.93783
H: 2.44193 -1.13251 -3.98983
H: 4.69323 2.92989 -3.54973
H: 5.47903 1.53129 -4.24253
H: 5.77373 1.96749 -2.57343
H: 3.85723 -1.49701 -1.74693
H: 4.58543 -0.26481 -0.71833
H: 5.37463 -0.76451 -2.18723
H: -0.11177 4.17149 -1.70823
H: -0.81777 4.31779 -3.30183
H: 0.66723 5.14549 -2.91913
H: -1.09767 1.83529 -4.19503
H: 0.01523 0.51529 -3.86713
H: 0.17233 1.45609 -5.32223
H: 2.81563 4.32339 -4.47343
H: 1.55733 3.88849 -5.61243
H: 2.85533 2.76459 -5.26873
Br: -1.19817 -0.98451 3.62207
C: -1.77027 -3.81311 -3.72623
C: -2.87907 -3.38651 -3.01533
C: -2.77437 -3.08121 -1.66883
C: -1.55967 -3.22321 -1.00753
C: -0.44307 -3.62571 -1.73953
C: -0.54697 -3.92561 -3.08483
P: -1.36297 -2.79681 0.77387
C: -0.46667 -4.30811 1.32667
C: -0.50817 -5.52111 0.64367
C: 0.23903 -6.59531 1.08927
C: 1.03543 -6.47241 2.21577
C: 1.05873 -5.28031 2.91697
C: 0.30903 -4.20531 2.47667
C: -3.05737 -3.21231 1.33547
C: -3.93467 -2.14421 1.48767
C: -5.25327 -2.36651 1.83187
C: -5.69417 -3.66241 2.04217
C: -4.81957 -4.72811 1.91187
C: -3.50117 -4.50721 1.56207
H: -1.85957 -4.06711 -4.77143
H: -3.83617 -3.30001 -3.50823
H: -3.65267 -2.76181 -1.12523
H: 0.51143 -3.74731 -1.24653
H: 0.32393 -4.25371 -3.63303
H: -1.12517 -5.62791 -0.23703
H: 0.19873 -7.53231 0.55507
H: 1.62673 -7.30911 2.55097
H: 1.66223 -5.18701 3.80667
H: 0.30373 -3.28901 3.04757
H: -3.56347 -1.13331 1.33897
H: -5.93887 -1.53851 1.93857
H: -6.72007 -3.84411 2.31847
H: -5.16377 -5.73791 2.07767
H: -2.81997 -5.33921 1.46847

Results
* gap between HOMO and LUMO (spin up / spin down): 3.8881 / 6.7511 eV
* LUMO level (spin up / spin down): -4.831 / -1.970 eV
* charge: +1
* multiplicity: 8

=====

2.
C40H66BrHfN6OP | ωB97M-V with the def2-TZVPD basis set

Atoms and positions in Å:
Hf: 0.11128 0.33853 -0.24798
C: -2.91125 -1.22426 -3.30365
C: -2.09974 -0.82534 -2.12661
N: -0.96843 -0.21504 -2.17700
C: -0.34077 0.20083 -3.43191
C: 0.83470 1.11629 -3.08758
N: 0.39970 1.98829 -1.96526
C: 1.26534 3.16449 -1.66443
C: 1.93679 3.03090 -0.29554
N: 1.01581 2.33638 0.63400
C: 1.62940 2.02160 1.94623
C: 0.63576 1.26512 2.83330
N: -0.24640 0.42805 2.00837
C: -1.26160 -0.18815 2.51584
C: -1.58966 -0.25330 3.95917
C: -2.16852 -0.83357 1.52962
C: -3.35353 -1.47383 1.86318
C: -4.17477 -1.93966 0.84415
C: -3.80553 -1.74063 -0.47962
C: -2.59836 -1.10818 -0.74941
N: -1.80167 -0.68881 0.24546
H: -2.80069 -2.29584 -3.50489
H: -2.60391 -0.70533 -4.20819
H: -3.97236 -1.04456 -3.13537
H: -1.06043 0.73232 -4.06116
H: 0.01101 -0.65922 -4.00554
H: 1.12371 1.68916 -3.96959
H: 1.69657 0.52558 -2.76493
H: -0.50200 2.36156 -2.25029
H: 0.64767 4.06225 -1.67870
H: 2.02863 3.29284 -2.43232
H: 2.19091 4.02712 0.07147
H: 2.86002 2.46151 -0.35917
H: 0.25597 2.99028 0.80976
H: 1.95874 2.92331 2.46585
H: 2.51334 1.41417 1.76037
H: 0.03618 1.96994 3.41421
H: 1.19024 0.66062 3.55363
H: -1.44819 -1.27836 4.32017
H: -2.63731 -0.00404 4.13700
H: -0.97094 0.39835 4.56886
H: -3.64934 -1.61319 2.89383
H: -5.10476 -2.44289 1.07747
H: -4.44965 -2.08768 -1.27508
Br: -4.90767 5.64677 -0.02450
C: -3.74296 4.19229 -0.01369
C: -3.67580 3.30305 -1.08588
C: -2.74918 2.28374 -1.05446
N: -1.88991 2.05340 -0.04235
C: -2.02758 2.88302 1.01440
C: -2.90268 3.94365 1.07230
H: -4.33858 3.41671 -1.93334
H: -2.69827 1.61216 -1.90334
H: -1.42779 2.66696 1.88964
H: -2.94002 4.57390 1.95112
C: 4.85877 -3.76591 -2.93059
C: 4.24290 -2.54640 -3.63561
C: 3.16110 -1.86518 -2.76767
C: 3.50680 -2.09639 -1.28713
C: 3.24256 -3.57574 -0.94878
C: 3.81862 -4.48268 -2.07296
P: 2.91650 -0.73565 -0.13325
C: 4.35006 0.48955 -0.26135
C: 5.76663 -0.02280 0.11684
C: 6.85698 0.52590 -0.81467
C: 6.71088 2.02119 -1.08367
C: 5.30218 2.37984 -1.61123
C: 4.39194 1.15039 -1.64978
C: 3.03104 -1.40760 1.61466
C: 4.35190 -2.10455 2.02468
C: 4.11261 -3.18736 3.09000
C: 3.07902 -2.72119 4.11100
C: 1.69986 -2.53684 3.44436
C: 1.83724 -2.31924 1.93055
H: 5.71427 -3.47013 -2.31759
H: 5.25048 -4.45708 -3.67486
H: 3.80253 -2.84934 -4.58580
H: 5.03002 -1.82706 -3.87128
H: 2.17599 -2.29220 -2.99385
H: 3.11836 -0.80389 -3.01832
H: 4.58626 -1.96188 -1.19955
H: 2.17945 -3.82190 -0.86090
H: 3.69583 -3.83397 0.00682
H: 3.01074 -4.82144 -2.72564
H: 4.25326 -5.37299 -1.62158
H: 4.08988 1.26685 0.46716
H: 5.84268 -1.10819 0.10344
H: 5.98947 0.29408 1.13621
H: 6.85607 -0.02152 -1.76107
H: 7.82579 0.33201 -0.35525
H: 7.47279 2.32582 -1.79918
H: 6.92480 2.57758 -0.16918
H: 5.36864 2.80541 -2.61305
H: 4.85437 3.14744 -0.97102
H: 4.79035 0.44207 -2.37713
H: 3.39063 1.43365 -1.99421
H: 2.93759 -0.50910 2.23845
H: 5.02579 -1.35752 2.44088
H: 4.86404 -2.55576 1.17709
H: 5.05979 -3.39210 3.58697
H: 3.78766 -4.12611 2.63371
H: 3.42197 -1.78208 4.55341
H: 2.99815 -3.44018 4.92402
H: 1.18076 -1.68952 3.90583
H: 1.08242 -3.42098 3.61710
H: 0.90689 -1.91124 1.51820
H: 1.99370 -3.28597 1.45129
C: -0.54591 -4.21091 0.21840
C: -0.44692 -3.42245 -1.07065
O: 0.30763 -2.17657 -0.92160
H: -1.22286 -5.05306 0.06921
H: -0.93847 -3.58842 1.02537
H: 0.41732 -4.61905 0.52087
H: -1.43914 -3.14522 -1.41959
H: 0.02599 -4.01350 -1.85602
H: 1.23495 -2.44355 -0.97723

Results
* gap between HOMO and LUMO: 6.8787 eV
* LUMO level: -12.278 eV
* charge: +4

=====

no.,total energy (Ha)
1,-6639.87397
2,-4929.75309